[1]
3 unconnected molecules or ions with the total composition C30H43Br6NO7. Source: OMol25; level of theory: ωB97M-V with the def2-TZVPD basis set.

Geometry (Å):
C (3.75557, -3.59638, 1.14244)
C (4.79291, -2.87347, 0.31655)
O (5.66774, -3.47104, -0.22935)
N (4.71023, -1.43828, 0.19493)
C (4.97781, -0.82619, 1.52017)
C (3.39949, -0.99797, -0.30946)
C (3.14549, -1.50330, -1.72839)
C (2.25564, -0.58229, -2.57396)
C (0.73610, -0.83712, -2.41951)
C (0.24336, -0.14065, -1.18628)
C (-0.10186, -0.73484, -0.03323)
C (-0.16954, -2.22921, 0.15555)
C (-1.37869, -2.87734, -0.58163)
C (-2.35129, -3.66966, 0.31885)
C (-3.63498, -2.89892, 0.59942)
O (-4.75988, -3.80042, 0.73598)
C (-5.32806, -3.87494, 1.95578)
O (-5.98394, -3.02688, 2.43486)
C (-0.47105, 0.09272, 1.15438)
O (-0.93626, -0.42250, 2.14953)
C (-0.26744, 1.56515, 1.10510)
C (-0.26514, 2.27452, 2.40352)
Br (-1.91786, 2.59638, 3.25394)
C (0.85284, 2.64812, 3.02089)
C (1.02207, 3.35942, 4.32405)
Br (2.52544, 2.28470, 2.20618)
C (-0.06256, 2.17860, -0.07129)
C (-0.06143, 3.67735, -0.22371)
C (-1.51961, 4.22103, -0.30116)
C (-2.35981, 3.61913, -1.43913)
C (-3.20665, 2.39341, -1.14512)
O (-3.85270, 2.49808, 0.14794)
C (-4.14342, 1.30766, 0.70637)
O (-4.88133, 0.49657, 0.24778)
C (0.14941, 1.34186, -1.29762)
O (0.24917, 1.88441, -2.37286)
H (3.81385, -3.31627, 2.19774)
H (3.90949, -4.66820, 1.03549)
H (2.74607, -3.33916, 0.81328)
H (4.08703, -0.33587, 1.92540)
H (5.30412, -1.56969, 2.25237)
H (5.75553, -0.07294, 1.42225)
H (3.41784, 0.09648, -0.28482)
H (2.59040, -1.30291, 0.37376)
H (2.71217, -2.51224, -1.68660)
H (4.11505, -1.60324, -2.22373)
H (2.52646, -0.65277, -3.62878)
H (2.44018, 0.45274, -2.26837)
H (0.22923, -0.41101, -3.28792)
H (0.56120, -1.91345, -2.36897)
H (-0.21754, -2.45471, 1.21980)
H (0.75315, -2.66749, -0.23832)
H (-1.92362, -2.10649, -1.13710)
H (-0.98586, -3.55594, -1.34406)
H (-2.60892, -4.61128, -0.17157)
H (-1.83910, -3.88969, 1.26003)
H (-3.86391, -2.20999, -0.21230)
H (-3.53953, -2.30452, 1.51405)
H (-5.14083, -4.83283, 2.45952)
H (1.45950, 4.34661, 4.14523)
H (0.07551, 3.46830, 4.84987)
H (1.72679, 2.80961, 4.95339)
H (0.46599, 3.97470, -1.12910)
H (0.46472, 4.09396, 0.64028)
H (-2.00239, 4.12734, 0.67364)
H (-1.45986, 5.29165, -0.51914)
H (-1.71195, 3.33562, -2.27036)
H (-3.01964, 4.40341, -1.82496)
H (-3.97880, 2.26036, -1.90749)
H (-2.59046, 1.48719, -1.16144)
H (-3.61223, 1.13371, 1.65237)
Br (-4.74363, -2.61585, -2.97088)
C (-6.01468, -1.39811, -2.13356)
C (-7.42393, -1.91599, -2.19247)
Br (-8.19981, -1.73885, -3.96872)
H (-5.90244, -0.44272, -2.63486)
H (-5.68998, -1.30433, -1.10129)
H (-8.06093, -1.33305, -1.53190)
H (-7.48569, -2.96668, -1.92915)
Br (4.57543, 2.55678, -1.20360)
C (6.17700, 3.51969, -0.66133)
C (7.09533, 2.65275, 0.15953)
Br (6.38970, 2.38792, 1.94918)
H (5.84141, 4.39365, -0.11278)
H (6.66757, 3.82828, -1.58146)
H (8.06766, 3.12325, 0.28262)
H (7.21754, 1.66455, -0.27429)

Atomic forces in eV per Å
-0.2772 -0.0663 0.0884
-0.3710 0.2901 -0.0295
0.6281 -0.3859 -0.3268
-0.4338 -0.0341 0.6105
0.0852 0.0050 -0.2114
0.1156 0.0394 0.0420
0.0264 0.0366 -0.0755
-0.2253 0.0222 0.1922
0.3739 0.1215 0.0664
-0.1396 -0.1336 0.2247
0.0346 -0.1165 0.0012
-0.0917 0.0228 -0.3247
0.1569 -0.1105 -0.0335
0.1966 0.2398 -0.2414
-0.1232 0.3074 0.2164
0.6203 -0.2565 -0.1899
0.5484 -1.0155 -0.3947
-0.8490 1.3569 0.8133
-0.0121 -0.0299 -0.1127
0.0120 -0.0603 0.1097
0.0177 0.0403 -0.2427
0.4487 0.0278 0.0833
-0.2468 0.0684 0.0321
-0.0925 0.0578 0.1688
0.0004 -0.0207 0.0319
0.1773 -0.0406 -0.1950
-0.1071 0.1203 0.2696
-0.3688 -0.1715 0.0673
0.4776 0.0758 -0.1497
-0.3852 0.2681 -0.0184
-0.1688 -0.2386 -0.1204
0.6677 0.1087 -0.0396
0.1926 0.0195 0.5225
-0.3425 -0.4607 -0.6125
-0.1708 -0.0041 0.3987
0.0934 0.1738 -0.4613
0.0602 -0.0037 -0.0919
-0.0080 0.0689 0.0685
0.0509 -0.0548 -0.0039
-0.0219 -0.0723 0.0071
0.0804 0.0446 -0.0866
-0.0489 -0.1651 0.0414
0.0127 -0.1125 -0.0954
0.0054 0.0942 -0.0388
0.0835 0.0508 -0.1076
-0.0075 0.0241 0.1048
-0.0233 -0.0908 0.0557
0.1614 -0.0200 -0.2423
-0.0688 -0.1588 0.0745
-0.1780 0.1216 -0.0916
0.0244 0.0569 -0.0147
-0.0606 0.0509 0.1162
-0.0002 -0.0860 0.0696
-0.0368 0.0618 0.0556
-0.0628 0.0859 0.1081
-0.1487 -0.2529 -0.0547
-0.0211 -0.1111 -0.0313
-0.0940 0.0239 -0.1071
-0.0476 -0.2058 -0.1213
-0.0837 -0.0632 0.0250
0.0686 0.0235 -0.0409
-0.1061 0.0277 -0.0406
0.0692 -0.1589 0.0198
-0.1437 0.1349 -0.1350
-0.1031 -0.1266 -0.1510
0.1398 -0.0574 0.1913
0.0452 0.1021 -0.0568
0.0174 -0.0824 0.1134
0.1056 0.0607 -0.0066
-0.0558 -0.0014 0.1567
-0.1314 0.2549 0.0957
-0.0191 0.0401 -0.0883
0.1235 -0.0837 0.0797
-0.0640 0.0198 -0.0749
0.0247 -0.0426 0.0110
-0.0143 0.0170 0.0114
-0.0616 0.0205 0.0246
0.0208 0.0137 0.0119
0.0052 -0.0020 0.0340
0.0121 0.0731 0.0021
-0.0150 -0.0340 -0.0822
-0.0731 -0.0545 0.0500
0.1032 0.2702 0.1173
0.0182 0.0210 -0.0005
-0.0027 -0.0274 -0.0132
-0.0218 0.0448 -0.0005
0.0232 0.0028 -0.0271

Properties
E_LUMO: -0.05857 hartree
F_max: 1.80 eV Å⁻¹
HOMO level: -9.1 eV
Energy: -17194.40546 Ha



[2]
A molecular structure, C30H43BrCl2NPTl. Source: OMol25; level of theory: ωB97M-V with the def2-TZVPD basis set.

Geometry (Å):
P (-0.25856, 0.77189, -0.65112)
C (-1.89874, 0.25180, -1.40832)
C (-2.40153, 1.07481, -2.59817)
C (-3.84907, 0.67829, -2.91916)
C (-4.00837, -0.83115, -3.13771)
C (-3.40765, -1.66313, -2.00198)
C (-1.96026, -1.25093, -1.70769)
C (1.13925, 0.15212, -1.74528)
C (1.06708, 0.51189, -3.22815)
C (2.39332, 0.12657, -3.90364)
C (2.75777, -1.34517, -3.68121)
C (2.70009, -1.76505, -2.20930)
C (1.37615, -1.35483, -1.55805)
C (-0.21083, 2.64168, -0.77240)
C (-1.32781, 3.26627, 0.07283)
C (-1.31273, 4.79265, 0.02951)
C (0.04703, 5.38386, 0.40289)
C (1.20221, 4.73259, -0.36048)
C (1.14975, 3.20011, -0.33831)
H (-2.56409, 0.44294, -0.54424)
H (-1.75672, 0.90055, -3.47323)
H (-2.36209, 2.14951, -2.37876)
H (-4.19066, 1.22676, -3.80394)
H (-4.48594, 0.98663, -2.07802)
H (-5.07002, -1.07476, -3.24692)
H (-3.52291, -1.10904, -4.08314)
H (-4.00470, -1.52159, -1.09085)
H (-3.44334, -2.72880, -2.25452)
H (-1.56467, -1.82542, -0.85877)
H (-1.33919, -1.47946, -2.58856)
H (2.00847, 0.66344, -1.29767)
H (3.19152, 0.76070, -3.49374)
H (0.87491, 1.58538, -3.36637)
H (0.23704, -0.03322, -3.70493)
H (2.33124, 0.34086, -4.97553)
H (3.75969, -1.54112, -4.07468)
H (2.06750, -1.97371, -4.25892)
H (2.83103, -2.84967, -2.11738)
H (3.52396, -1.29422, -1.65471)
H (1.37779, -1.61372, -0.49162)
H (0.55655, -1.91642, -2.02430)
H (-0.38181, 2.84895, -1.84363)
H (-2.32117, 2.89767, -0.21844)
H (-1.19655, 2.93461, 1.11506)
H (-1.57670, 5.10957, -0.98665)
H (-2.08691, 5.16797, 0.70720)
H (0.21464, 5.27361, 1.48211)
H (0.03975, 6.45871, 0.20201)
H (2.15893, 5.05159, 0.06573)
H (1.18195, 5.07159, -1.40324)
H (1.96497, 2.79773, -0.95399)
H (1.35298, 2.84398, 0.68341)
Tl (-0.06859, -0.28188, 2.10070)
Cl (2.20676, 0.68564, 1.52854)
Cl (-2.21145, 0.98434, 2.10896)
C (-0.70775, -2.18452, 1.41817)
H (-1.78064, -2.31276, 1.23188)
C (0.11129, -3.33091, 1.50883)
C (1.54486, -3.21398, 1.60790)
C (2.33799, -4.34601, 1.66534)
C (1.75531, -5.62585, 1.62619)
C (0.35840, -5.77219, 1.56818)
C (-0.45615, -4.65164, 1.50272)
H (1.98922, -2.21289, 1.63625)
H (3.42243, -4.23764, 1.74300)
H (-0.07974, -6.77241, 1.57525)
H (-1.54041, -4.76114, 1.44768)
H (2.39522, -6.50417, 1.64158)
Br (0.24156, -2.54968, 7.46009)
C (0.56472, -0.98042, 6.44062)
C (1.23364, 0.10871, 7.00528)
C (1.50017, 1.21291, 6.19392)
C (1.10157, 1.19109, 4.85189)
N (0.46950, 0.13327, 4.32866)
C (0.15435, -0.93201, 5.09977)
H (1.53047, 0.06583, 8.04663)
H (2.01907, 2.08550, 6.56901)
H (1.30518, 2.02361, 4.17895)
H (-0.39953, -1.74670, 4.64096)

Atomic forces in eV per Å
0.1151 -0.3861 0.1302
0.4183 0.5758 0.2740
-0.1465 -0.1427 0.0132
0.0861 -0.0089 0.0320
-0.0117 0.0071 -0.0643
0.1424 0.1685 0.0249
-0.1080 -0.0316 -0.0469
-0.4753 0.4230 0.2820
0.2655 -0.1024 -0.0325
-0.1029 0.0627 0.0174
-0.0394 -0.0721 -0.0014
-0.1083 0.1274 0.0850
0.0320 0.0332 0.0632
-0.1349 -0.3624 -0.8198
0.1383 -0.0488 0.3424
0.0574 -0.1355 -0.2170
0.0228 -0.0393 0.0768
-0.1284 -0.2008 -0.1694
0.0174 -0.0153 0.3392
0.0657 -0.0765 -0.3013
-0.1510 0.0156 0.1327
0.0000 -0.1774 -0.0532
-0.0810 -0.0532 0.0527
0.0682 -0.0163 -0.0896
0.0198 0.0136 -0.0725
0.0107 0.0215 0.0683
0.0592 -0.0324 -0.0756
-0.0558 0.0885 0.0394
0.0086 0.1608 -0.2338
-0.1520 0.0676 0.1373
-0.1502 -0.1004 -0.1254
-0.0854 -0.0359 -0.0218
0.0160 -0.1705 0.0012
0.1679 0.0862 0.0931
0.1012 -0.0212 -0.0002
-0.0268 0.0057 -0.0773
-0.0090 0.0391 0.0476
0.0331 0.1337 -0.0196
-0.0736 -0.0297 -0.0695
-0.0495 0.0237 -0.2712
0.1835 0.0401 0.1327
0.0672 0.3978 0.1793
0.2369 0.0256 0.0195
-0.0020 0.1827 -0.4048
-0.0173 0.1185 0.0071
0.0404 0.0696 -0.1117
-0.0394 -0.1091 -0.0722
0.0287 0.0449 0.0632
-0.0451 0.0658 -0.0834
-0.0115 0.0451 0.0041
-0.1716 0.0680 0.0683
-0.0782 0.1812 -0.3203
-0.3457 -1.1044 -1.9527
0.5054 0.0309 0.6337
-0.7316 0.3179 0.7462
-0.0153 -0.4974 0.1776
0.3002 0.2983 0.4893
-0.0349 0.4880 0.2692
-0.3353 -0.5072 0.1372
-0.4390 -0.0860 -0.0332
0.2203 -0.2412 0.0904
0.3646 0.5164 -0.1778
0.4825 -0.0743 -0.1541
-0.0736 -0.3587 -0.0085
-0.2465 -0.0838 -0.0618
0.0803 0.2244 -0.0352
0.2293 0.0830 0.0721
-0.0880 0.0590 0.0716
-0.0184 0.2779 -0.1283
-0.0641 0.3471 -0.5233
-0.1821 -0.1758 -0.5622
-0.2971 -0.2536 -0.3607
0.0453 -0.5173 0.4184
-0.2176 -0.2424 1.4206
0.8010 0.7957 0.5616
0.0485 0.0946 -0.1019
-0.0417 -0.0764 0.0927
-0.0077 -0.2898 0.0829
0.1137 0.0506 -0.1354

Properties
E_LUMO: 0.07770 hartree
Net charge: -1
F_max: 2.27 eV Å⁻¹
HOMO level: -2.3 eV
Energy: -5232.00408 Ha



[3]
A molecular structure, C30H43BrN2O3SSb2SiZr. Source: OMol25; level of theory: ωB97M-V with the def2-TZVPD basis set.

Geometry (Å):
Zr (0.31619, -0.28459, -0.14656)
C (-3.37515, 1.32330, 2.15514)
Sb (-1.62215, 0.05610, 2.28225)
C (-0.25834, 1.74319, 1.82201)
C (-1.55510, 0.22229, 4.49675)
C (-0.26440, 0.43279, 5.20426)
C (-0.15112, 1.53945, 6.04562)
C (0.96376, 1.73644, 6.83804)
C (1.99441, 0.81165, 6.80962)
C (1.90433, -0.28405, 5.97310)
C (0.79535, -0.48740, 5.15475)
C (0.78922, -1.67842, 4.26131)
Sb (1.66307, -1.18174, 2.29947)
C (2.12100, -3.19888, 1.65585)
C (3.68400, -0.80613, 2.99443)
H (-3.23600, 2.20611, 2.77855)
H (-4.23289, 0.76332, 2.51923)
H (-3.55156, 1.60724, 1.12077)
H (-0.81084, 2.68287, 1.87560)
H (0.15209, 1.64219, 0.78575)
H (0.55712, 1.77599, 2.55263)
H (-2.00115, -0.72602, 4.80378)
H (-2.25117, 1.01269, 4.76892)
H (-0.96847, 2.24316, 6.09640)
H (1.01699, 2.59541, 7.48876)
H (2.85469, 0.93213, 7.44834)
H (2.69296, -1.02165, 5.96907)
H (-0.21561, -2.06835, 4.08713)
H (1.42778, -2.46428, 4.66356)
H (2.80775, -3.66793, 2.36123)
H (2.58091, -3.16077, 0.66613)
H (1.20608, -3.78801, 1.59565)
H (3.99820, -1.66269, 3.58367)
H (3.71014, 0.07991, 3.62140)
H (4.36862, -0.67574, 2.15893)
C (-3.95951, 2.87962, -1.72703)
Si (-3.13944, 2.71190, -3.43272)
C (-4.23802, 1.74261, -4.64381)
C (-2.62796, 4.43880, -4.04949)
C (-1.46137, 1.75105, -3.38607)
C (-0.61434, 1.78985, -4.48122)
C (0.62905, 1.15523, -4.46365)
C (1.03757, 0.53540, -3.30464)
N (0.25100, 0.47872, -2.21757)
C (-0.99601, 1.01729, -2.28676)
S (-1.92834, 0.60301, -0.88378)
H (-4.77367, 3.59522, -1.78635)
H (-3.26306, 3.23835, -0.97472)
H (-4.37834, 1.93842, -1.38610)
H (-5.20960, 2.21906, -4.73468)
H (-4.40977, 0.72217, -4.31046)
H (-3.80646, 1.69802, -5.64005)
H (-3.48630, 5.10145, -4.05574)
H (-2.23799, 4.41885, -5.06180)
H (-1.87446, 4.89962, -3.41691)
H (-0.93342, 2.30666, -5.37344)
H (1.26526, 1.15149, -5.33301)
H (2.00232, 0.03911, -3.23215)
Br (-3.34285, -6.68660, -3.96505)
C (-2.33807, -5.41814, -2.99565)
C (-2.93833, -4.72628, -1.94450)
C (-2.20653, -3.80665, -1.23049)
C (-0.87089, -3.54654, -1.57796)
C (-0.28080, -4.23385, -2.64807)
C (-1.00962, -5.17259, -3.34268)
C (-0.16547, -2.51407, -0.85138)
O (0.93596, -1.97876, -1.22475)
O (-0.66651, -1.99193, 0.21210)
H (-3.97355, -4.91464, -1.70243)
H (-2.65450, -3.25858, -0.41312)
H (0.74552, -4.02775, -2.90734)
H (-0.56595, -5.72445, -4.15611)
C (5.24985, 0.04246, -2.15733)
N (4.09980, 0.66507, -1.54386)
C (3.92090, 2.08383, -1.79278)
C (3.21820, 0.01239, -0.83758)
O (2.20989, 0.55871, -0.30033)
H (5.17128, 0.10457, -3.24492)
H (5.33622, -1.00148, -1.86344)
H (6.15183, 0.57628, -1.85555)
H (4.81520, 2.48197, -2.26269)
H (3.73965, 2.60733, -0.85372)
H (3.06583, 2.25446, -2.45139)
H (3.39512, -1.06618, -0.69833)

Atomic forces in eV per Å
-1.4341 1.7646 0.7113
0.0657 -0.4035 -0.0896
-0.4868 1.6885 1.0409
0.1598 -0.4828 0.2748
-0.0658 -0.4444 -0.5391
0.3480 -0.0034 0.0858
0.0243 -0.0799 -0.1425
0.0919 -0.0007 0.0087
-0.0003 0.0683 0.0635
-0.1166 0.0175 -0.0809
0.0597 0.3160 0.1914
-0.1057 0.1716 -0.5891
1.0688 -1.6079 1.5692
-0.1380 0.2407 -0.0412
-0.4702 0.3345 -0.2036
0.1366 -0.0736 -0.0412
-0.0532 -0.0283 0.0229
-0.0008 0.0506 0.0401
0.0157 -0.1527 -0.3381
-0.0113 1.0180 0.6727
-0.0485 0.0086 -0.2523
-0.0687 -0.0224 0.0268
-0.0815 0.0134 -0.2399
-0.1073 0.0849 0.0105
0.0090 0.0673 0.0612
0.1008 0.0313 0.0666
0.1483 -0.0784 0.0111
0.1496 -0.1181 -0.0365
-0.0403 -0.0709 -0.1422
-0.0598 0.1094 -0.0225
-0.0073 -0.0775 0.0954
0.0111 0.0321 -0.0028
-0.1038 -0.1373 -0.0184
-0.0197 0.0959 0.0001
-0.0328 -0.0007 -0.0583
0.3064 -0.1479 -0.5806
-0.1592 0.1984 -0.2020
0.3528 0.4826 0.4390
-0.2809 -0.6756 0.1254
-0.3564 0.0504 0.5288
0.1016 -0.1383 0.1316
0.0857 -0.0798 0.1682
0.0957 -0.0193 -0.0659
-0.6355 0.6474 -1.1513
0.5578 0.0541 -0.5650
-0.1590 0.0214 0.3162
-0.1405 0.1826 -0.1488
0.1230 0.0734 0.0883
-0.0695 -0.1351 0.0342
-0.1727 0.1197 -0.0112
0.0511 -0.1198 0.1374
0.1259 0.0222 -0.1310
-0.2352 0.1177 -0.0092
0.0726 -0.0490 -0.2197
0.1173 -0.0452 0.1899
0.0345 0.0991 -0.1675
0.0883 0.0065 -0.0776
-0.1206 0.0595 -0.0341
0.2160 0.2386 0.1794
-0.0243 0.0593 0.0142
-0.1355 -0.2076 -0.1472
0.3326 0.1514 0.0350
-0.2095 -0.1247 -0.1394
-0.0757 0.2559 0.3352
-0.1214 -0.2004 -0.1203
-0.2645 -1.3287 -0.2959
0.5113 -0.3634 -0.4269
-0.5300 -1.8429 0.1207
-0.0268 -0.0226 0.0369
-0.0470 -0.0324 -0.0039
0.1168 -0.0103 -0.0898
0.0628 -0.0183 -0.0679
0.5535 -0.3673 -0.2728
-0.5722 -0.0143 0.3325
-0.2787 0.6626 0.0656
0.8166 -0.3381 -0.0389
0.9974 0.3525 -0.4381
-0.0481 -0.0185 0.0742
-0.0570 0.0158 0.0237
-0.0539 -0.0785 0.0489
0.0053 -0.0496 0.0344
0.0324 -0.0146 -0.0625
0.0651 -0.0429 0.0317
0.0148 0.2834 -0.1386

Properties
E_LUMO: -0.22033 hartree
Net charge: +2
F_max: 2.49 eV Å⁻¹
HOMO level: -13.0 eV
Energy: -5293.06453 Ha